Below is a structure of composition C43H48BN10Rb, with properties calculated with ωB97M-V/def2-TZVPD.

## Properties
- Gap between HOMO and LUMO: 0.17647 hartree
- Energy above the lowest of the compared OMol25 structures with the same formula, charge and spin: 0.0 kJ/mol
- Calculated total energy: -2263.97664 a.u.
- Highest occupied orbital energy: -1.075 eV
- Total charge: -2

Atoms and positions in Å:
1 Rb 0.269 0.319 0.688
2 C -0.156 -6.248 0.814
3 C -0.651 -5.155 -0.091
4 C -0.017 -4.878 -1.298
5 C -0.500 -3.851 -2.085
6 C -1.586 -3.111 -1.644
7 C -2.138 -3.437 -0.416
8 N -1.697 -4.450 0.335
9 C -3.220 -2.607 0.214
10 C -4.562 -2.695 -0.134
11 C -5.474 -1.893 0.536
12 C -5.030 -1.053 1.547
13 C -3.675 -1.032 1.831
14 N -2.789 -1.773 1.156
15 C -3.006 -0.257 2.919
16 C -2.488 1.030 2.764
17 C -1.611 1.500 3.735
18 C -1.317 0.697 4.822
19 C -1.927 -0.544 4.930
20 C -1.660 -1.459 6.095
21 N -2.753 -1.009 3.994
22 H 0.747 -5.915 1.331
23 H 0.087 -7.152 0.251
24 H -0.915 -6.476 1.560
25 H 0.851 -5.450 -1.600
26 H -0.024 -3.608 -3.026
27 H -1.964 -2.287 -2.217
28 H -4.878 -3.384 -0.905
29 H -6.525 -1.924 0.279
30 H -5.721 -0.430 2.100
31 H -2.714 1.635 1.894
32 H -1.151 2.482 3.631
33 H -0.614 1.034 5.573
34 H -2.381 -1.280 6.897
35 H -0.657 -1.306 6.493
36 H -1.767 -2.492 5.769
37 C 1.429 4.785 3.492
38 C 1.059 5.077 2.164
39 C -0.347 5.073 2.091
40 C -0.849 4.795 3.379
41 C 0.250 4.613 4.246
42 H 2.442 4.721 3.872
43 H 1.734 5.295 1.345
44 H -0.940 5.275 1.207
45 H -1.897 4.762 3.658
46 H 0.199 4.384 5.305
47 C 3.251 -1.395 -2.867
48 C 2.017 -1.142 -2.240
49 N 2.100 -1.344 -0.934
50 N 3.362 -1.723 -0.684
51 C 4.078 -1.762 -1.827
52 B 3.934 -1.945 0.731
53 N 2.948 -2.730 1.630
54 C 3.233 -3.871 2.291
55 C 2.137 -4.211 3.057
56 C 1.213 -3.184 2.791
57 N 1.713 -2.303 1.936
58 N 4.261 -0.582 1.386
59 C 5.433 -0.183 1.919
60 C 5.275 1.105 2.385
61 C 3.936 1.415 2.082
62 N 3.342 0.392 1.484
63 H 3.504 -1.302 -3.910
64 H 1.092 -0.794 -2.674
65 H 5.116 -2.053 -1.820
66 H 4.954 -2.587 0.633
67 H 4.187 -4.357 2.170
68 H 2.035 -5.057 3.717
69 H 0.207 -3.062 3.165
70 H 6.291 -0.836 1.930
71 H 6.011 1.727 2.867
72 H 3.388 2.329 2.269
73 C -1.523 2.328 -6.850
74 C -1.727 1.948 -5.401
75 C -2.927 1.371 -5.006
76 C -3.099 1.041 -3.650
77 C -4.417 0.442 -3.218
78 C -2.089 1.266 -2.743
79 C -0.822 1.877 -3.091
80 C -0.718 2.207 -4.487
81 N 0.069 2.085 -2.131
82 C 1.275 2.863 -2.367
83 C 2.261 2.250 -3.383
84 C 0.945 4.312 -2.773
85 C 2.016 2.933 -1.029
86 H -2.321 1.923 -7.475
87 H -0.570 1.951 -7.229
88 H -1.516 3.415 -6.967
89 H -3.723 1.192 -5.722
90 H -5.243 1.115 -3.464
91 H -4.438 0.255 -2.145
92 H -4.607 -0.503 -3.736
93 H -2.245 1.033 -1.691
94 H 0.183 2.667 -4.866
95 H 1.860 2.217 -4.395
96 H 2.510 1.236 -3.077
97 H 3.187 2.835 -3.406
98 H 0.407 4.353 -3.721
99 H 1.863 4.903 -2.864
100 H 0.319 4.764 -2.001
101 H 2.304 1.930 -0.703
102 H 1.373 3.387 -0.272
103 H 2.925 3.534 -1.125